No. 1
DFT (the ωB97M-V functional and the def2-TZVPD basis) results for a molecular structure, C38H37N5O4PSW at a distorted geometry.

As for the energy above the lowest of the compared OMol25 structures with the same formula, charge and spin: 127.08 kJ/mol. For the frontier orbital gap (alpha / beta), the calculation gives 4.49 / 6.14 eV. As for the HOMO energy (alpha / beta): -14.736 / -15.271 eV. The strongest force on any atom comes out at 3.2 eV Å⁻¹. As for the total charge: +3. The calculated total energy is -2850.7093 a.u.

Last column: Mulliken charge in e.
Element x y z (Å)
W -0.132 -0.446 0.892  2.126
S -4.992 0.336 -6.835  -0.212
P 0.709 -2.550 1.787  0.850
O 0.550 1.216 1.781  -0.536
O 1.594 3.167 1.688  -0.814
O -2.760 -1.891 1.066  -0.613
O -3.461 2.464 -7.251  -0.453
N -1.747 -1.256 1.324  0.889
N 1.087 7.204 -1.064  -0.360
N 1.576 5.041 -0.361  0.156
N 1.863 0.092 -0.142  -0.749
N 0.953 6.609 1.164  -0.334
C 0.182 -2.043 3.476  0.173
C 1.480 2.003 1.367  0.502
C 0.200 -4.269 1.546  0.986
C 5.290 -2.494 1.650  -0.563
C 4.565 -3.330 0.812  -0.884
C 1.217 6.292 -0.103  0.841
C 4.636 -1.665 2.553  -0.838
C 0.956 -5.271 2.159  -0.444
C -2.232 -0.126 -3.263  0.474
C -0.813 -0.520 -1.079  -1.041
C 3.184 -3.351 0.883  -0.436
C 2.523 -2.531 1.799  -0.090
C -1.626 -0.508 2.576  0.196
C -5.231 2.191 -8.884  -1.129
C -0.929 -4.583 0.793  -0.411
C -0.391 -1.117 6.054  -0.859
C -1.686 0.216 -4.510  -0.572
C -3.891 0.194 -5.480  0.431
C -0.807 -1.028 3.643  0.600
C 0.563 -6.589 2.033  -0.855
C -2.592 0.468 2.822  -0.294
C -0.572 -6.906 1.299  -0.607
C 0.505 -2.135 5.874  -1.052
C -2.051 0.451 5.157  -0.648
C -2.508 0.379 -5.605  -0.485
C 1.677 2.891 -1.492  -0.333
C 2.886 2.327 -0.716  -1.495
C -2.783 0.959 4.110  -1.184
C -4.442 -0.151 -4.237  -0.762
C 0.803 -2.587 4.585  0.207
C -1.304 -5.910 0.669  -0.800
C 2.486 1.338 0.385  0.338
C 1.748 4.413 -1.656  -1.305
C 3.251 -1.664 2.618  -0.175
C -3.625 -0.286 -3.142  -0.564
C -1.441 -0.322 -2.113  0.565
C -4.379 1.890 -7.725  0.809
C -1.077 -0.550 4.959  -0.091
H 1.012 5.903 1.882  0.154
H -0.611 -0.740 7.038  0.487
H -5.598 1.290 -9.371  0.387
H 3.370 1.079 0.985  0.439
H -3.250 0.768 2.011  0.584
H 1.535 -3.372 4.459  0.416
H 2.605 -4.011 0.250  0.536
H 1.145 -7.368 2.504  0.449
H -4.678 2.809 -9.591  0.332
H -0.618 0.338 -4.621  0.483
H -2.074 0.630 -6.559  0.487
H 6.368 -2.500 1.603  0.465
H 0.742 2.636 -0.976  0.164
H 5.074 -3.973 0.112  0.489
H -1.501 -3.801 0.309  0.260
H -0.880 -7.937 1.219  0.441
H 2.532 -0.683 -0.069  0.106
H -2.241 0.796 6.162  0.490
H 1.361 7.015 -2.014  0.203
H 3.584 1.843 -1.400  0.479
H 1.628 2.455 -2.491  0.453
H -4.043 -0.527 -2.178  0.514
H 0.949 4.737 -2.328  0.630
H -6.095 2.772 -8.551  0.330
H 1.691 0.207 -1.150  0.391
H -2.168 -6.176 0.080  0.461
H 0.996 -2.577 6.725  0.478
H -5.508 -0.280 -4.146  0.451
H 2.737 -1.013 3.318  0.517
H 0.778 7.556 1.455  0.207
H 2.710 4.689 -2.107  0.346
H 0.785 8.141 -0.849  0.212
H 5.210 -1.027 3.211  0.517
H 1.716 4.433 0.448  0.104
H -3.546 1.699 4.289  0.470
H 3.428 3.145 -0.240  0.561
H 1.846 -5.017 2.718  0.353



No. 2
DFT (the ωB97M-V functional and the def2-TZVPD basis) results for a molecular structure, C38H38Cl3N4OTi.

As for the energy above the lowest of the compared OMol25 structures with the same formula, charge and spin: 57.77 kJ/mol. For the frontier orbital gap (alpha / beta), the calculation gives 7.09 / 7.14 eV. As for the HOMO energy (alpha / beta): -13.312 / -13.321 eV. Its spin multiplicity is 2. The strongest force on any atom comes out at 0.5 eV Å⁻¹. As for the total charge: +2. The calculated total energy is -3994.8476 a.u.

Last column: Mulliken charge in e.
Element x y z (Å)
Ti -1.707 0.299 -0.602  0.305
Cl -0.752 4.238 -6.271  -0.208
Cl -3.294 4.408 2.915  -0.190
Cl -4.187 4.192 -2.135  -0.172
O -2.726 1.678 -1.369  -0.343
N -0.716 0.609 -2.611  0.544
N -2.966 0.877 1.195  0.439
N -0.727 -1.135 0.777  0.387
N 0.141 1.241 0.039  0.613
C -4.368 -2.691 -0.622  -0.558
C 4.561 3.739 0.270  -1.682
C 2.850 1.942 -0.089  0.583
C -1.246 1.727 -3.189  0.894
C -3.050 -1.387 -2.163  -0.728
C 0.573 -0.874 1.045  0.082
C -3.475 -3.744 -0.758  -0.499
C 2.820 -4.225 2.541  -1.510
C -2.888 3.457 -2.980  0.400
C 1.088 0.392 0.474  0.045
C -4.863 0.765 2.633  -1.152
C 4.314 2.312 -0.242  1.979
C -0.720 2.303 -4.360  -0.267
C -0.580 -3.067 2.175  -0.932
C -4.675 2.080 3.022  -0.134
C 0.818 -4.930 3.852  -2.085
C 1.327 -1.695 1.855  -0.675
C 0.389 1.665 -4.946  -0.925
C 0.915 0.544 -4.354  -1.289
C -3.603 2.777 2.486  -0.253
C 2.434 0.707 0.405  -0.580
C -2.773 2.143 1.579  -0.218
C 0.524 2.440 -0.425  -0.761
C -2.343 -3.610 -1.555  -0.450
C 2.080 -2.892 4.544  -1.552
C 1.841 2.826 -0.488  -1.260
C 5.229 1.350 0.520  -2.039
C -3.993 0.199 1.721  0.010
C -2.127 -2.434 -2.256  -0.573
C 4.638 2.243 -1.746  -1.549
C -2.390 4.046 -4.162  -0.526
C 0.767 -2.834 2.443  0.414
C -4.154 -1.503 -1.315  -0.214
C -1.277 -2.205 1.353  -0.642
C 0.335 0.049 -3.181  -0.409
C -1.341 3.490 -4.838  0.613
C -2.340 2.295 -2.496  -0.341
C 1.607 -3.724 3.341  1.824
H 5.193 0.337 0.116  0.393
H 0.819 2.067 -5.853  0.470
H -2.983 -0.540 -2.835  0.970
H -1.933 2.674 1.154  0.478
H 4.032 4.490 -0.315  0.354
H 4.020 2.940 -2.315  0.366
H -1.099 -3.910 2.606  0.585
H 5.624 3.964 0.192  0.473
H -5.341 2.559 3.726  0.480
H -5.681 0.182 3.034  0.466
H 6.260 1.690 0.429  0.443
H -1.291 -2.356 -2.940  0.580
H 1.232 -2.520 5.121  0.378
H 4.982 1.323 1.583  0.468
H 2.355 -1.438 2.063  0.600
H -0.035 -4.628 4.463  0.414
H 1.467 -5.539 4.479  0.421
H -1.654 -4.438 -1.657  0.515
H 4.272 3.842 1.317  0.397
H 2.691 -2.040 4.241  0.328
H 2.687 -3.518 5.198  0.461
H -2.323 -2.376 1.143  0.431
H 3.163 -0.016 0.737  0.562
H -0.265 3.103 -0.760  0.523
H 2.078 3.812 -0.860  0.408
H -2.850 4.953 -4.527  0.484
H -5.254 -2.809 -0.010  0.409
H 4.479 1.236 -2.138  0.361
H -4.881 -0.701 -1.271  0.459
H 5.683 2.509 -1.905  0.439
H 1.768 0.036 -4.782  0.507
H 2.505 -4.807 1.674  0.381
H 0.745 -0.831 -2.697  0.654
H 3.454 -3.406 2.197  0.319
H 0.465 -5.561 3.034  0.427
H -3.664 -4.679 -0.246  0.448
H 3.431 -4.867 3.176  0.453
H -4.119 -0.824 1.396  0.275